1.
This record from the OMol25 dataset describes a structure of composition C30H36AsClFN4O4Ru. The level of theory is ωB97M-V with the def2-TZVPD basis set.

## Properties
HOMO level (alpha / beta) (Ha): -0.4258 / -0.4244
Multiplicity: 5
<S²>: 6.0413
Net charge: +1
E_LUMO (alpha / beta) (Eh): -0.1560 / -0.2310
Kohn-Sham gap (alpha / beta) (Ha): 0.2699 / 0.1934
Total energy (eV): -124496.794

Structure (XYZ):
```
78
Properties=species:S:1:pos:R:3:forces:R:3
O -2.850 2.247 0.851 0.11 -0.50 -0.19
C -0.870 -1.457 3.597 0.17 0.35 -0.10
H -3.018 2.204 3.583 -0.05 0.03 -0.09
H -0.625 3.436 -4.190 0.01 -0.01 0.03
H -1.275 -7.680 2.076 0.05 -0.12 -0.03
H -0.588 2.486 -0.730 0.17 -0.11 -0.05
C -1.947 2.073 3.631 0.11 0.04 -0.07
C -0.271 0.582 -2.542 -0.73 -0.30 -0.79
C 4.529 0.100 0.754 -0.04 0.02 0.01
H -2.667 -7.721 4.120 -0.01 -0.09 0.05
C 3.150 0.212 0.735 0.02 0.38 0.28
C 0.402 2.439 -1.194 -0.34 0.76 0.36
C -1.716 -6.770 2.450 -0.05 -0.05 0.16
H -1.160 -2.308 4.220 0.08 -0.04 -0.29
H -0.145 -3.662 -3.599 -0.15 0.03 0.04
C -2.106 -4.399 2.227 0.05 -0.35 0.35
O -1.504 0.541 0.435 1.77 -2.37 -1.76
H -1.721 -0.790 3.467 0.06 -0.05 -0.05
C 0.131 1.527 2.551 -0.12 -0.04 0.01
H 1.890 1.630 3.762 0.07 0.06 0.07
C -1.957 1.485 1.160 -0.46 2.08 2.03
H -1.957 -3.388 0.365 0.01 0.18 0.19
O -1.327 -1.904 -1.147 -0.03 0.81 0.94
C 2.335 -0.868 0.387 -0.74 0.18 0.15
H 2.336 0.024 -2.465 -0.11 0.09 0.06
F 6.437 -1.225 0.431 -0.42 -0.03 0.02
C -3.060 -5.616 4.075 0.03 -0.23 0.09
H -3.332 -3.516 3.748 -0.07 0.05 0.05
H -1.268 0.569 -2.083 0.26 0.07 -0.01
H 2.723 1.177 0.988 -0.02 0.00 0.00
H 0.673 1.235 1.642 -0.02 0.26 0.31
H -1.589 2.798 -2.837 0.04 0.03 -0.03
H -2.771 -2.443 1.630 0.21 -0.05 -0.12
C -0.605 2.791 -3.311 0.01 -0.04 0.07
C -1.261 2.289 4.816 -0.12 -0.07 -0.01
C 2.949 -2.088 0.102 -0.04 -0.43 -0.23
H 2.453 3.660 -2.323 -0.01 -0.04 -0.01
N 0.728 1.026 -1.529 -0.09 -0.62 0.80
C 0.116 2.139 4.865 0.14 -0.03 0.00
H -1.807 2.571 5.704 -0.01 0.06 0.07
C -1.515 -5.582 1.777 -0.11 0.31 0.01
H 1.064 2.014 -5.208 0.00 -0.02 0.03
H -0.002 -0.423 -2.872 0.02 0.29 0.14
H 4.800 -3.158 -0.118 0.05 -0.13 -0.05
As -0.294 -2.145 1.852 -0.69 -1.58 2.04
H 1.153 2.824 -0.494 -0.06 -0.15 -0.01
C 5.105 -1.119 0.435 0.07 0.10 0.01
C 1.053 1.394 -4.311 -0.03 -0.05 -0.01
H 0.650 2.320 5.784 0.03 0.02 0.12
C 4.326 -2.220 0.117 -0.02 -0.01 0.04
C -2.496 -6.792 3.598 0.01 0.13 0.03
C 0.816 1.758 3.731 0.23 -0.09 -0.08
H -3.662 -5.632 4.971 -0.05 0.00 0.05
H -0.070 -0.907 4.093 -0.02 -0.04 -0.11
Ru 0.326 -0.543 0.098 -0.51 0.68 -1.82
H -1.879 -3.538 -3.089 0.13 0.06 0.03
N 0.396 3.275 -2.370 -0.10 0.67 0.34
C 1.704 3.253 -3.007 -0.02 -0.03 0.11
H 1.676 3.867 -3.909 0.04 -0.01 0.07
C -1.246 1.684 2.498 -0.17 -0.11 -0.64
C 0.957 -3.506 2.522 0.19 0.14 -0.32
H -0.918 -5.559 0.876 0.01 -0.04 -0.07
H 1.265 -4.199 1.738 -0.06 0.09 -0.03
N 2.050 1.885 -3.369 0.60 -0.11 -0.19
H 2.803 1.438 -1.490 -0.19 -0.08 -0.05
H 1.296 0.364 -4.584 -0.03 0.05 -0.04
H 5.153 0.942 1.008 0.07 0.07 0.02
Cl -0.659 -5.091 -1.812 0.00 -0.36 0.11
O 0.754 -2.137 -1.784 0.80 0.49 0.69
H 2.347 -2.940 -0.185 0.06 0.00 0.00
C -2.866 -4.427 3.397 0.13 0.12 -0.29
H 0.465 -4.080 3.312 -0.10 0.23 -0.16
C 2.059 1.048 -2.193 0.68 -0.18 -0.21
C -1.962 -3.156 1.430 0.11 0.33 -0.50
N -0.269 1.432 -3.701 -0.48 -0.28 -0.48
C -0.450 -2.464 -1.826 -0.31 -0.89 -1.07
C -0.842 -3.608 -2.764 0.13 0.43 0.13
H 1.845 -3.014 2.926 -0.15 0.05 -0.08
```
Positions in Å, forces in eV/Å.



2.
This record from the OMol25 dataset describes a structure of composition C30H36AsI2N3O4PdS2. The level of theory is ωB97M-V with the def2-TZVPD basis set.

## Properties
HOMO level (Ha): -0.0326
Multiplicity: 1
Relative energy (zero: lowest compared OMol25 entry of this formula, charge and spin) (kcal/mol): 53.3
Net charge: -2
E_LUMO (Eh): 0.1339
Kohn-Sham gap (Ha): 0.1665
Total energy (eV): -146546.396

Structure (XYZ):
```
79
Properties=species:S:1:pos:R:3:forces:R:3
C -2.288 5.583 1.380 -0.10 0.07 -0.14
H -1.593 -7.725 0.916 0.03 -0.01 -0.02
H -2.311 -2.373 1.587 0.09 -0.01 0.02
H -0.034 -0.608 4.964 -0.09 0.00 0.06
C 0.778 -0.567 4.254 0.20 -0.09 0.27
H 0.794 -4.379 -0.341 -0.09 -0.13 0.03
H 3.612 3.179 -3.719 -0.01 0.09 -0.04
O -1.585 0.784 0.238 -0.26 0.35 0.02
C -3.408 -4.404 0.243 0.23 0.17 0.13
H -3.726 7.367 -1.034 -0.07 0.12 -0.01
H 1.568 -3.215 0.771 0.00 0.03 0.05
I 6.465 0.001 0.161 -0.19 -0.03 0.35
Pd 0.857 0.085 -0.219 1.52 -1.14 -0.87
C -1.534 -5.600 1.130 0.05 0.32 0.01
C 3.884 2.139 -3.533 -0.01 -0.04 0.33
I 5.161 -0.303 6.050 -0.13 0.04 -0.49
C -1.346 -3.046 -1.792 0.05 0.07 0.21
H -2.371 1.723 -4.050 -0.05 0.10 -0.04
H -2.263 -2.534 -2.080 -0.03 0.06 -0.03
C -1.233 0.297 -2.870 -0.14 0.03 -0.19
H 6.483 -0.141 3.284 -0.01 0.02 0.00
H -0.493 -0.884 2.530 0.06 0.11 0.03
C 3.691 -0.233 1.281 0.22 0.03 -0.51
C 0.513 -0.699 2.889 0.17 -0.27 -0.10
H 3.694 0.652 -1.978 -0.02 0.29 0.08
O 0.354 2.362 0.219 0.28 -0.13 0.06
H -2.323 6.353 2.141 0.00 0.05 0.09
C -2.100 -6.789 0.715 -0.16 -0.23 -0.08
H -0.585 -5.606 1.649 0.07 0.02 0.01
H -0.450 2.012 -1.977 0.03 -0.15 -0.13
C 2.724 -0.390 2.362 0.18 -0.07 0.40
C -3.320 -6.795 0.053 0.03 -0.09 -0.02
H 4.963 2.031 -3.621 0.23 -0.02 -0.10
N 1.459 -0.604 1.982 -0.62 0.04 0.18
N 1.979 1.848 -2.060 0.19 0.70 0.56
H -3.756 -7.727 -0.282 -0.03 -0.04 0.00
N -0.171 1.221 -2.548 -0.68 0.53 -0.14
C -1.556 -3.101 1.280 0.33 0.55 -0.13
O 3.354 -0.174 0.086 -0.03 -0.09 0.21
H -3.910 -3.464 0.051 -0.05 0.05 -0.02
O -0.638 1.612 2.346 0.06 0.15 0.01
H -2.684 0.027 -4.457 -0.16 -0.06 -0.07
C 3.110 -0.344 3.730 -0.37 -0.04 -0.28
H -4.922 -5.584 -0.695 -0.02 0.03 -0.01
C -2.599 5.913 0.069 -0.07 0.09 0.04
C 4.477 -0.254 4.018 0.85 0.03 0.87
H -2.025 7.772 -0.809 -0.01 0.10 -0.04
C -1.821 3.317 0.737 0.53 -0.31 0.05
H -1.963 0.220 -2.052 0.14 -0.05 -0.07
C -3.969 -5.589 -0.179 -0.15 -0.22 -0.04
As -0.497 -2.134 -0.232 -0.02 -0.73 -0.20
C 5.036 -0.167 1.714 0.52 0.04 -0.69
H -1.163 0.796 -4.955 0.00 0.04 -0.08
H -3.141 7.943 0.545 -0.07 0.04 -0.01
C -2.167 -4.373 0.895 -0.27 -0.47 -0.02
C 2.071 -0.404 4.677 -0.29 -0.08 0.04
H 1.736 -3.006 -0.970 -0.04 0.08 0.01
C -1.913 0.740 -4.167 0.10 -0.17 0.24
C 1.104 0.778 -2.191 -0.25 -0.19 -0.06
H -0.634 -3.006 -2.615 0.07 0.14 -0.01
C -2.199 3.624 -0.559 -0.23 0.03 -0.10
C -1.897 4.296 1.712 -0.01 -0.33 0.14
S -0.806 1.806 0.921 -1.89 1.86 0.75
H 2.306 -0.330 5.733 -0.03 0.01 -0.06
C -2.899 7.333 -0.325 0.07 -0.11 -0.01
C -2.581 4.908 -0.894 -0.06 -0.01 0.07
H -0.823 -3.232 2.080 -0.07 0.10 -0.05
H -2.166 2.838 -1.301 -0.03 0.01 -0.13
H -1.626 4.041 2.724 0.15 -0.02 0.13
H -0.764 -0.681 -3.031 -0.20 0.25 0.13
H -1.575 -4.084 -1.565 0.05 -0.10 -0.02
C 1.056 -3.333 -0.183 0.01 -0.13 0.03
S 1.655 -0.715 -2.787 0.38 -0.85 -0.25
H 3.397 1.513 -4.276 -0.02 -0.06 -0.13
C 3.417 1.697 -2.143 0.06 -0.09 -0.36
H -2.843 5.146 -1.916 -0.03 0.01 -0.13
H 1.649 2.523 -1.375 0.14 -0.20 -0.19
H 3.892 2.303 -1.366 -0.06 -0.09 -0.01
C 5.433 -0.186 3.030 0.00 0.00 0.48
```
Positions in Å, forces in eV/Å.



3.
This record from the OMol25 dataset describes a structure of composition C30H36BN9O6SV. The level of theory is ωB97M-V with the def2-TZVPD basis set.

## Properties
HOMO level (alpha / beta) (Ha): -0.1795 / -0.1818
Multiplicity: 3
Relative energy (zero: lowest compared OMol25 entry of this formula, charge and spin) (kcal/mol): 31.8
<S²>: 2.0120
Net charge: -1
E_LUMO (alpha / beta) (Eh): 0.0924 / 0.0924
Kohn-Sham gap (alpha / beta) (Ha): 0.2718 / 0.2741
Total energy (eV): -94594.326

Structure (XYZ):
```
84
Properties=species:S:1:pos:R:3:forces:R:3
C -3.295 1.818 -0.940 0.03 -0.06 -0.09
C 3.175 0.776 1.830 -0.06 -0.05 0.02
N -0.669 -0.314 -3.065 -0.01 0.14 0.05
C -0.667 4.196 3.000 0.00 -0.03 -0.01
H 1.375 -5.444 -0.919 -0.02 0.00 0.03
B -1.912 -1.090 -2.616 -0.06 -0.04 0.01
N 1.532 -1.828 1.061 0.16 -0.02 0.79
C -1.056 -4.603 -1.701 -0.01 0.08 -0.04
N -1.702 -0.111 1.413 0.15 0.05 0.04
H 2.118 -3.091 2.638 0.00 0.06 0.11
H 5.516 3.578 3.558 0.00 0.00 0.00
C 5.961 2.588 3.661 0.03 0.05 0.02
H 0.379 -2.857 2.413 0.03 -0.04 0.09
C 0.969 1.051 -2.677 0.00 0.12 0.05
C -4.502 -1.643 -0.828 -0.04 -0.07 0.08
H -3.063 -4.987 -3.436 0.00 0.01 0.00
H -2.361 0.621 -5.215 0.01 0.00 0.02
N -2.716 -0.123 -1.683 -0.08 0.13 0.06
H 2.936 1.152 -1.824 0.01 -0.02 -0.01
C -0.001 -3.861 -1.172 0.17 0.04 -0.09
H 2.302 2.687 -2.447 0.00 -0.01 0.01
C -2.566 2.184 2.677 0.02 0.19 0.07
H 1.185 -4.441 0.524 0.00 0.02 0.01
C 3.874 1.732 2.547 0.01 0.01 -0.01
O 1.873 -1.560 4.607 -0.30 -0.14 -0.12
H -1.144 -5.676 -1.735 0.00 0.00 -0.01
H -5.496 -1.519 -0.399 0.01 -0.01 0.02
H 3.346 2.601 2.922 0.00 0.00 0.00
C -3.170 -3.993 -3.001 -0.01 0.00 -0.03
H -4.612 -2.144 -1.788 -0.03 0.01 -0.05
C -1.930 4.334 3.557 0.02 0.04 0.01
C -1.299 2.074 2.128 0.03 -0.23 -0.01
H -3.977 3.804 -1.381 0.00 0.00 0.00
C -2.873 3.327 3.399 -0.02 -0.07 -0.04
H 7.011 2.651 3.373 0.00 0.00 0.00
H -2.244 3.659 -1.061 0.00 -0.01 0.00
C 1.293 -1.260 3.548 0.70 0.25 -0.08
N -2.377 1.194 -1.658 0.12 0.08 -0.07
H -3.921 -2.292 -0.169 0.04 0.01 -0.04
H 5.679 -1.448 1.338 -0.01 0.00 0.00
N 0.217 0.106 -2.127 0.07 -0.18 0.02
S 2.970 -1.599 0.472 -0.04 -0.03 0.18
H 6.921 0.279 2.609 0.00 0.00 -0.01
O 0.117 0.946 0.621 -0.01 -0.02 -0.08
N -0.961 0.907 1.378 -0.09 0.12 -0.04
C 2.043 1.766 -1.924 0.01 0.04 -0.05
H -3.858 3.429 3.835 0.01 0.01 0.00
H 2.120 -3.848 -0.835 0.00 0.00 -0.03
H -4.053 -4.006 -2.365 -0.02 -0.02 0.02
H -1.477 -0.837 -5.657 0.01 0.01 0.00
H -3.342 -3.280 -3.805 -0.01 0.02 0.01
O 0.725 -0.188 3.234 -0.25 -0.12 -0.07
H 0.644 2.914 1.856 0.01 0.00 -0.01
O 2.582 -1.028 -0.844 -0.02 0.20 0.20
C 3.840 -0.359 1.388 0.02 0.07 -0.02
O -1.266 -1.052 0.652 -0.56 0.07 0.56
C -1.364 0.214 -5.395 -0.01 0.00 -0.04
C 5.226 1.572 2.833 -0.04 -0.03 -0.02
H 2.108 0.874 1.685 0.00 0.00 0.00
N -1.437 -2.442 -1.988 0.08 -0.13 -0.11
C 5.871 0.424 2.383 0.04 0.00 0.01
C 1.347 -2.348 2.423 -0.26 -0.20 -0.13
V 0.435 -0.793 -0.203 0.62 -0.33 -1.45
H -3.290 1.397 2.532 0.00 -0.03 -0.02
H 0.969 1.961 -4.705 0.00 0.01 -0.02
C -3.229 3.301 -0.763 0.03 0.05 0.01
C -1.932 -3.677 -2.228 0.02 0.03 -0.05
H -0.924 0.740 -6.242 0.00 0.01 0.00
H -5.137 1.096 0.122 0.01 0.00 0.00
C 0.558 1.261 -3.998 -0.04 -0.10 0.02
H -2.181 5.224 4.119 0.01 0.00 0.00
O 3.838 -2.747 0.468 0.00 0.06 -0.19
C 1.240 -4.421 -0.564 -0.01 -0.04 0.00
H -2.591 -1.377 -3.566 0.01 0.05 -0.05
H 0.074 4.974 3.131 -0.01 0.00 0.01
N -0.222 -2.561 -1.361 -0.35 0.23 0.48
C -0.495 0.387 -4.196 0.03 0.03 -0.01
C 5.186 -0.545 1.669 0.03 -0.02 -0.02
C -4.264 0.907 -0.484 0.03 -0.15 -0.11
H 1.702 2.025 -0.921 -0.02 -0.02 0.01
C -3.860 -0.313 -0.993 -0.06 -0.01 0.14
H 5.924 2.320 4.719 -0.01 -0.01 0.00
C -0.337 3.056 2.282 -0.12 0.02 0.04
H -3.404 3.597 0.273 0.01 -0.03 0.01
```
Positions in Å, forces in eV/Å.